Formula: C5H12NO
Source: the Open Molecules 2025 dataset
Level of theory: ωB97M-V/def2-TZVPD

Summary:
charge	-2
HOMO level (alpha / beta)	3.915 / 0.137	eV
2S+1	2
energy above the lowest of the compared OMol25 structures with the same formula, charge and spin	16.1	kcal/mol
HOMO-LUMO gap (alpha / beta)	2.9 / 6.6	eV
electronic energy	-327.5085	hartree

Geometry (Å):
C: 1.953 -0.199 -0.276
N: 0.950 0.611 0.380
C: -0.032 0.146 1.313
C: -1.539 0.257 0.907
C: -1.936 -0.771 -0.175
O: -3.031 -0.502 -0.910
C: 3.006 0.509 -1.124
H: 1.489 -0.958 -0.933
H: 2.460 -0.749 0.532
H: 0.638 1.391 -0.186
H: 0.133 0.600 2.301
H: 0.129 -0.924 1.551
H: -1.636 1.305 0.557
H: -2.055 0.336 1.876
H: -1.987 -1.726 0.391
H: -0.994 -0.861 -0.784
H: 2.611 0.699 -2.127
H: 3.779 -0.239 -1.357
H: 3.426 1.340 -0.553

These are the Löwdin partial charges, in e, on atoms 1 to 5: atom 1 (C): -0.4109, atom 2 (N): -0.1085, atom 3 (C): -0.3126, atom 4 (C): -0.2236, atom 5 (C): -0.5748



Formula: C5H12NO
Source: the Open Molecules 2025 dataset
Level of theory: ωB97M-V/def2-TZVPD

Summary:
HOMO level (alpha / beta)	-4.935 / -9.406	eV
2S+1	2
energy above the lowest of the compared OMol25 structures with the same formula, charge and spin	16.2	kcal/mol
HOMO-LUMO gap (alpha / beta)	5.5 / 10.0	eV
electronic energy	-327.6013	hartree

Geometry (Å):
C: -0.295 -3.061 -0.006
C: -0.098 -1.692 -2.016
N: 0.006 -1.817 -0.689
H: -1.374 -3.169 0.192
H: 0.237 -3.068 0.949
H: -0.051 -3.933 -0.631
H: -0.322 -2.601 -2.557
H: 0.087 -0.751 -2.517
H: 0.220 -1.067 0.015
O: 0.329 -0.276 1.371
C: 0.204 0.927 1.436
C: -0.015 1.807 0.243
C: 0.258 3.294 0.515
H: 0.222 1.428 2.420
H: -1.065 1.654 -0.044
H: 0.679 1.363 -0.479
H: -0.627 3.742 0.966
H: 0.517 3.859 -0.379
H: 1.087 3.362 1.211

These are the Löwdin partial charges, in e, on atoms 1 to 5: atom 1 (C): -0.1256, atom 2 (C): -0.1109, atom 3 (N): -0.1908, atom 4 (H): 0.0731, atom 5 (H): 0.0753



Formula: C5H12NO
Source: the Open Molecules 2025 dataset
Level of theory: ωB97M-V/def2-TZVPD

Summary:
HOMO level (alpha / beta)	-5.984 / -8.492	eV
2S+1	2
energy above the lowest of the compared OMol25 structures with the same formula, charge and spin	4.9	kcal/mol
HOMO-LUMO gap (alpha / beta)	6.7 / 9.1	eV
electronic energy	-327.6193	hartree

Geometry (Å):
C: -1.069 0.659 -1.734
C: -0.241 -0.223 -0.784
C: -0.941 -0.614 0.481
C: -2.250 -0.846 0.577
C: 1.061 -0.219 1.946
N: -0.111 -0.848 1.578
H: -0.430 1.218 -2.402
H: -1.701 1.333 -1.149
H: -1.783 0.075 -2.318
H: 0.670 0.323 -0.575
H: 0.014 -1.149 -1.291
H: -2.905 -0.730 -0.268
H: -2.682 -1.078 1.542
H: 1.359 -0.281 2.978
H: 1.575 0.409 1.246
H: -0.542 -1.410 2.296
H: 3.553 1.875 -0.874
H: 3.468 0.348 -0.664
O: 2.954 1.160 -0.586

These are the Löwdin partial charges, in e, on atoms 1 to 5: atom 1 (C): -0.0996, atom 2 (C): -0.1946, atom 3 (C): -0.3770, atom 4 (C): 0.0368, atom 5 (C): -0.0148



Formula: C5H12NO
Source: the Open Molecules 2025 dataset
Level of theory: ωB97M-V/def2-TZVPD

Summary:
HOMO level (alpha / beta)	-9.686 / -9.687	eV
2S+1	2
energy above the lowest of the compared OMol25 structures with the same formula, charge and spin	13.7	kcal/mol
HOMO-LUMO gap (alpha / beta)	10.7 / 8.2	eV
electronic energy	-327.6053	hartree

Geometry (Å):
C: 0.438 -1.824 -1.161
O: 0.790 -3.134 -1.169
C: 0.950 -1.066 0.074
C: 1.023 0.441 -0.203
C: -0.330 1.085 -0.544
C: -1.387 0.885 0.550
N: -1.057 1.330 1.932
H: -0.623 -1.598 -1.337
H: 0.929 -1.388 -2.055
H: 1.939 -1.384 0.395
H: 0.243 -1.227 0.852
H: 1.661 0.622 -1.073
H: 1.453 0.981 0.642
H: -0.227 2.160 -0.697
H: -0.832 0.628 -1.398
H: -1.762 -0.141 0.643
H: -2.298 1.399 0.229
H: -0.797 0.517 2.491
H: -0.114 1.714 1.828

These are the Löwdin partial charges, in e, on atoms 1 to 5: atom 1 (C): -0.3274, atom 2 (O): 0.0350, atom 3 (C): -0.1786, atom 4 (C): -0.2148, atom 5 (C): -0.2060



Formula: C5H12NO
Source: the Open Molecules 2025 dataset
Level of theory: ωB97M-V/def2-TZVPD

Summary:
charge	+1
HOMO level	-14.284	eV
energy above the lowest of the compared OMol25 structures with the same formula, charge and spin	39.0	kcal/mol
HOMO-LUMO gap	9.6	eV
electronic energy	-327.3974	hartree

Geometry (Å):
C: -1.763 1.429 0.077
C: -0.917 0.580 -0.887
C: 0.548 0.635 -0.556
C: 1.376 1.489 -1.145
C: 1.316 -1.289 0.881
N: 1.052 -0.079 0.612
H: -1.516 2.485 0.036
H: -2.819 1.436 -0.195
H: -1.685 0.919 1.035
H: -1.291 -0.438 -0.833
H: -1.056 0.878 -1.925
H: 0.980 2.118 -1.892
H: 2.389 1.559 -0.771
H: 1.699 -1.535 1.869
H: 1.324 -2.163 0.248
H: 1.068 0.537 1.424
H: -1.008 -2.510 1.519
H: -1.820 -2.450 0.299
O: -0.961 -2.137 0.628

These are the Löwdin partial charges, in e, on atoms 1 to 5: atom 1 (C): -0.0711, atom 2 (C): -0.2003, atom 3 (C): -0.2809, atom 4 (C): 0.1348, atom 5 (C): 0.1552



Formula: C5H12NO
Source: the Open Molecules 2025 dataset
Level of theory: ωB97M-V/def2-TZVPD

Summary:
charge	+1
HOMO level	-14.351	eV
energy above the lowest of the compared OMol25 structures with the same formula, charge and spin	37.0	kcal/mol
HOMO-LUMO gap	9.5	eV
electronic energy	-327.4007	hartree

Geometry (Å):
C: -0.824 2.046 0.272
C: -1.312 0.608 -0.004
C: -0.550 -0.264 -0.954
C: -0.945 -1.008 -1.989
C: 1.640 -1.286 -0.486
N: 0.857 -0.292 -0.562
H: -0.823 2.665 -0.633
H: -1.682 2.602 0.689
H: 0.044 2.128 0.911
H: -1.264 0.117 0.978
H: -2.362 0.618 -0.296
H: -1.978 -0.826 -2.220
H: -0.184 -1.580 -2.496
H: 2.618 -1.181 -0.027
H: 1.408 -2.277 -0.853
H: 1.201 0.644 -0.354
H: 1.762 -0.252 2.392
H: 1.198 -1.423 3.250
O: 1.197 -1.037 2.382

These are the Löwdin partial charges, in e, on atoms 1 to 5: atom 1 (C): -0.0851, atom 2 (C): -0.1846, atom 3 (C): -0.2811, atom 4 (C): 0.1438, atom 5 (C): 0.1710